[1]
C14H27Cl2N2O2P2Re | the ωB97M-V functional and the def2-TZVPD basis

Atoms and positions in Å:
C (1.263, -0.006, -4.261)
C (1.762, 0.125, -2.946)
H (2.089, 0.006, -5.016)
H (0.597, 0.850, -4.510)
H (0.628, -0.926, -4.322)
O (2.465, 0.021, -2.016)
Cl (-2.368, -0.362, -2.615)
Re (-1.016, -0.248, -0.791)
P (-0.522, 1.885, -1.067)
C (0.849, 2.762, -0.215)
C (-0.415, 2.513, -2.769)
H (-0.355, 3.606, -2.771)
H (-1.694, 3.889, -0.426)
H (-1.297, 2.176, -3.330)
H (-2.835, 2.568, -0.873)
H (1.813, 2.323, -0.492)
H (0.501, 2.119, -3.223)
C (-1.913, 2.820, -0.339)
H (0.832, 3.822, -0.494)
H (-2.017, 2.547, 0.717)
H (0.710, 2.673, 0.869)
P (-0.321, -2.351, -0.786)
C (1.044, -3.036, 0.233)
C (-1.663, -3.390, -0.087)
H (-0.849, -2.830, -3.092)
H (0.037, -4.175, -2.329)
H (0.925, -2.699, -2.835)
C (-0.017, -3.085, -2.426)
H (-2.564, -3.278, -0.699)
H (-1.329, -4.433, -0.077)
H (1.040, -4.131, 0.160)
H (0.895, -2.756, 1.282)
H (-1.871, -3.062, 0.938)
H (2.010, -2.653, -0.108)
Cl (-3.051, -0.365, 0.379)
N (-0.407, 0.949, 5.792)
C (-0.869, 1.010, 4.512)
O (-1.970, 1.471, 4.221)
C (0.071, 0.528, 3.460)
C (1.463, 0.467, 3.554)
C (2.183, 0.141, 2.405)
C (1.519, -0.055, 1.188)
N (0.176, -0.048, 1.121)
C (-0.533, 0.233, 2.231)
H (-1.056, 1.202, 6.516)
H (0.413, 0.431, 6.059)
H (1.959, 0.687, 4.501)
H (3.264, 0.047, 2.424)
H (2.044, -0.208, 0.239)
H (-1.620, 0.228, 2.113)

Its expectation value of S² is 3.78. The calculation puts the maximum force at 6.51 eV/A. The calculation puts the frontier orbital gap (alpha / beta) at 0.201 / 0.193 Ha. As for the spin multiplicity: 4. The calculated total energy is -67755.4311 eV. Its net charge is +3.

Löwdin atomic charge list, values in e, 2 entries: atom 1 (C): 0.061, atom 2 (C): -0.039

[2]
C14H27ClIN2O2P2Y | the ωB97M-V functional and the def2-TZVPD basis

Atoms and positions in Å:
C (-6.909, -3.099, -2.969)
C (-5.509, -3.260, -2.420)
H (-7.298, -4.088, -3.261)
H (-6.897, -2.432, -3.835)
H (-7.559, -2.652, -2.211)
O (-4.923, -4.310, -2.319)
I (-4.446, -1.458, -1.750)
Y (-0.065, -0.192, 0.198)
P (-1.461, -0.587, 2.496)
C (-0.554, -1.622, 3.699)
C (-1.684, 1.087, 3.236)
H (-2.241, 1.057, 4.182)
H (-3.710, -1.314, 3.252)
H (-2.255, 1.709, 2.526)
H (-3.709, -0.683, 1.584)
H (0.466, -1.222, 3.847)
H (-0.705, 1.563, 3.424)
C (-3.136, -1.281, 2.314)
H (-1.043, -1.699, 4.679)
H (-3.062, -2.313, 1.928)
H (-0.481, -2.641, 3.279)
P (0.570, 0.068, -2.427)
C (2.149, -0.741, -2.860)
C (-0.704, -0.491, -3.607)
H (-0.167, 2.381, -2.458)
H (1.023, 2.109, -3.755)
H (1.583, 2.282, -2.068)
C (0.781, 1.876, -2.709)
H (-1.672, -0.020, -3.358)
H (-0.473, -0.261, -4.658)
H (2.459, -0.568, -3.900)
H (2.013, -1.829, -2.725)
H (-0.824, -1.585, -3.519)
H (2.957, -0.395, -2.190)
Cl (-2.011, 1.256, -0.404)
N (6.253, 2.519, 0.308)
C (5.075, 2.065, -0.199)
O (4.831, 1.947, -1.400)
C (4.039, 1.711, 0.829)
C (4.152, 1.842, 2.219)
C (3.105, 1.455, 3.040)
C (1.943, 0.939, 2.482)
N (1.798, 0.835, 1.120)
C (2.846, 1.210, 0.298)
H (6.997, 2.744, -0.342)
H (6.446, 2.535, 1.286)
H (5.040, 2.255, 2.671)
H (3.176, 1.561, 4.119)
H (1.107, 0.622, 3.127)
H (2.692, 1.113, -0.798)

The calculation puts the maximum force at 3.12 eV/A. The energy relative to the best compared isomer or geometry (same formula, charge and spin) comes out at 3.6 kJ/mol. The calculation puts the frontier orbital gap at 0.256 Ha. As for the spin multiplicity: 1. The calculated total energy is -62264.2824 eV. Its net charge is +2.

Löwdin atomic charge list, values in e, 2 entries: atom 1 (C): -0.081, atom 2 (C): -0.810

[3]
C14H27F5N4O6PS | the ωB97M-V functional and the def2-TZVPD basis

Atoms and positions in Å:
C (0.604, 3.439, 1.197)
C (0.947, 2.818, -0.265)
O (0.694, 3.932, -1.188)
C (-0.067, 1.667, -0.722)
C (0.343, 0.172, -0.321)
C (1.904, -0.132, -0.376)
F (2.197, -1.521, -0.169)
F (2.623, 0.462, 0.717)
C (2.714, 0.275, -1.676)
F (2.068, 0.915, -2.709)
F (3.324, -0.876, -2.239)
F (3.814, 1.097, -1.318)
N (-0.019, 0.043, 1.159)
C (-1.475, 0.104, 1.483)
C (-1.722, -0.848, 2.779)
C (-2.508, -0.327, 0.353)
S (-3.947, 0.898, 0.361)
C (-3.805, 2.190, -0.959)
O (-4.235, 1.446, 1.731)
O (-5.150, 0.052, -0.026)
N (-2.004, -0.333, -1.045)
C (-0.588, -0.852, -1.117)
C (-0.273, -1.086, -2.662)
C (-1.048, -0.067, -3.653)
O (-2.091, -0.352, -4.252)
P (-0.692, -2.642, -0.388)
N (-2.112, -3.330, -0.725)
H (-0.531, 3.487, 1.379)
H (1.158, 2.838, 1.989)
H (1.037, 4.498, 1.203)
H (2.047, 2.586, -0.400)
H (-0.111, 4.412, -0.882)
H (-1.101, 1.995, -0.386)
H (-0.106, 1.751, -1.869)
H (0.420, 0.803, 1.727)
H (0.466, -0.823, 1.489)
H (-1.702, 1.163, 1.868)
H (-2.017, -1.907, 2.488)
H (-2.522, -0.443, 3.472)
H (-0.731, -0.938, 3.352)
H (-3.000, -1.314, 0.679)
H (-2.981, 2.005, -1.716)
H (-4.793, 2.177, -1.547)
H (-3.763, 3.218, -0.462)
H (-2.636, -0.933, -1.598)
H (0.825, -1.214, -2.929)
H (-0.750, -2.108, -2.924)
H (-0.543, 0.947, -3.811)
H (-0.543, -2.663, 1.038)
H (0.320, -3.416, -1.044)
H (-2.547, -3.582, 0.184)
C (5.281, -2.335, 1.816)
N (4.513, -3.426, 2.471)
O (4.086, -4.317, 1.758)
O (4.367, -3.347, 3.677)
H (5.331, -2.534, 0.747)
H (4.754, -1.402, 2.010)
H (6.278, -2.324, 2.253)

The calculation puts the maximum force at 6.84 eV/A. The calculation puts the frontier orbital gap at 0.333 Ha. As for the spin multiplicity: 1. The calculated total energy is -66896.9443 eV. Its net charge is +1.

Löwdin atomic charge list, values in e, 2 entries: atom 1 (C): -0.032, atom 2 (C): -0.339

[4]
C14H27O5P | the ωB97M-V functional and the def2-TZVPD basis

Atoms and positions in Å:
C (-4.407, 3.853, -0.977)
C (-2.960, 3.418, -0.920)
C (-2.250, 3.199, 0.549)
C (-0.797, 2.389, 0.467)
C (-0.355, 2.366, 2.046)
C (-1.291, 1.351, 2.973)
O (-0.997, 0.987, -0.026)
C (-0.197, 0.687, -1.258)
O (-0.479, -0.110, -2.292)
O (0.987, 1.582, -1.034)
C (0.302, 2.849, -0.659)
P (1.361, 4.416, -0.397)
O (2.239, 4.404, 1.106)
O (0.453, 5.881, -0.644)
H (-4.661, 4.940, -0.575)
H (-5.253, 3.138, -1.354)
H (-2.446, 3.223, -1.954)
H (-2.110, 4.271, 1.055)
H (-3.050, 2.607, 1.209)
H (-0.513, 3.469, 2.458)
H (0.787, 2.120, 2.155)
H (-1.517, 0.327, 2.445)
H (-2.287, 1.899, 3.312)
H (-0.678, 1.147, 3.975)
H (-0.272, 3.097, -1.663)
H (1.666, 4.711, 1.886)
H (-0.060, 6.058, 0.204)
C (-0.546, -2.781, 0.266)
C (0.930, -2.969, 0.581)
C (1.832, -2.804, -0.645)
C (1.600, -3.823, -1.768)
C (1.750, -5.289, -1.358)
C (3.152, -5.638, -0.882)
H (-0.906, -3.527, -0.448)
H (-1.142, -2.883, 1.179)
H (-0.731, -1.786, -0.151)
H (1.085, -3.949, 1.044)
H (1.224, -2.226, 1.332)
H (2.878, -2.851, -0.320)
H (1.692, -1.797, -1.057)
H (2.305, -3.607, -2.581)
H (0.600, -3.676, -2.193)
H (1.510, -5.920, -2.225)
H (1.023, -5.549, -0.581)
H (3.890, -5.431, -1.662)
H (3.212, -6.702, -0.632)
H (3.428, -5.072, 0.013)

The calculation puts the maximum force at 9.88 eV/A. The energy relative to the best compared isomer or geometry (same formula, charge and spin) comes out at 755.5 kJ/mol. The calculation puts the frontier orbital gap at 0.283 Ha. As for the spin multiplicity: 1. The calculated total energy is -34473.9201 eV. Its net charge is 0. As for the SMILES: C=CC[C@@]1(CC)OC(=O)O[C@@H]1P(O)O.CCCCCC.

Löwdin atomic charge list, values in e, 2 entries: atom 1 (C): -0.045, atom 2 (C): -0.135